1.
{"formula": "C15H50N10O10", "method": "ωB97M-V/def2-TZVPD", "symbols": ["N", "C", "N", "O", "H", "H", "H", "H", "N", "C", "N", "O", "H", "H", "H", "H", "N", "C", "N", "O", "H", "H", "H", "H", "N", "C", "N", "O", "H", "H", "H", "H", "N", "C", "N", "O", "H", "H", "H", "H", "C", "C", "O", "H", "H", "H", "H", "H", "H", "C", "C", "O", "H", "H", "H", "H", "H", "H", "C", "C", "O", "H", "H", "H", "H", "H", "H", "C", "C", "O", "H", "H", "H", "H", "H", "H", "C", "C", "O", "H", "H", "H", "H", "H", "H"], "coordinates": [[11.985, -5.886, -14.977], [12.261, -5.590, -16.198], [12.656, -6.549, -16.959], [12.126, -4.271, -16.639], [11.515, -5.173, -14.434], [12.272, -6.752, -14.521], [12.919, -6.254, -17.854], [13.047, -7.464, -16.619], [9.140, -10.427, -15.769], [7.929, -9.906, -15.649], [7.021, -10.862, -15.396], [7.661, -8.590, -15.616], [9.865, -9.619, -15.833], [9.434, -11.350, -15.427], [6.016, -10.621, -15.248], [7.261, -11.876, -15.533], [11.872, -12.628, -16.532], [11.680, -13.885, -16.857], [10.580, -14.024, -17.433], [12.633, -14.775, -16.469], [12.836, -12.540, -16.103], [11.516, -11.848, -17.005], [10.239, -14.973, -17.692], [10.089, -13.188, -17.784], [13.495, -9.153, -15.826], [12.780, -8.966, -14.778], [13.428, -8.487, -13.779], [11.390, -9.280, -14.720], [13.084, -9.899, -16.417], [14.535, -9.058, -15.780], [12.928, -8.263, -12.912], [14.369, -8.002, -13.790], [10.208, -7.806, -17.128], [9.713, -7.756, -18.349], [10.472, -7.241, -19.199], [8.364, -8.087, -18.574], [9.471, -7.723, -16.462], [11.169, -7.423, -16.962], [10.076, -7.048, -20.123], [11.434, -6.964, -19.049], [15.505, -8.218, -18.085], [16.446, -7.903, -17.017], [16.094, -8.757, -15.914], [15.801, -7.756, -18.957], [14.518, -7.820, -17.803], [15.459, -9.297, -18.247], [16.334, -6.776, -16.725], [17.528, -8.043, -17.239], [16.789, -9.316, -15.728], [12.119, -10.308, -20.063], [12.653, -10.040, -18.653], [11.507, -10.226, -17.739], [11.620, -9.421, -20.447], [11.419, -11.203, -19.961], [13.032, -10.607, -20.626], [12.996, -9.002, -18.421], [13.461, -10.774, -18.513], [11.078, -9.374, -17.676], [8.937, -12.823, -20.264], [8.397, -11.835, -19.314], [8.793, -12.071, -17.972], [9.421, -13.772, -19.871], [9.628, -12.227, -20.833], [8.220, -12.995, -21.026], [7.353, -11.879, -19.314], [8.606, -10.793, -19.450], [8.779, -11.270, -17.468], [13.341, -7.290, -20.870], [13.425, -5.772, -20.625], [14.138, -5.669, -19.409], [12.791, -7.656, -21.756], [12.797, -7.797, -20.093], [14.308, -7.701, -20.765], [12.511, -5.243, -20.636], [14.094, -5.352, -21.401], [14.257, -4.751, -19.230], [9.079, -9.094, -21.864], [8.216, -7.824, -21.856], [9.024, -6.669, -21.524], [9.999, -8.925, -22.428], [8.575, -9.912, -22.341], [9.363, -9.301, -20.861], [7.391, -7.989, -21.160], [7.896, -7.594, -22.922], [8.359, -5.995, -21.373]], "spin_multiplicity": 1, "largest_force_ev_per_a": 9.82, "smiles": "NC(N)=O.NC(N)=O.NC(N)=O.NC(N)=O.NC(N)=O.CCO.CCO.CCO.CCO.CCO", "charge": 0, "de_lowest_ev": 6.605, "lumo_energy_ev": -0.2, "total_energy_ha": -1901.37803}

2.
{"formula": "C15H52BNO22", "method": "ωB97M-V/def2-TZVPD", "symbols": ["C", "C", "C", "C", "N", "C", "C", "C", "C", "C", "C", "C", "H", "H", "H", "H", "H", "H", "H", "H", "H", "H", "H", "H", "H", "H", "H", "H", "H", "H", "H", "H", "H", "H", "H", "H", "O", "C", "O", "B", "O", "C", "O", "O", "C", "O", "C", "O", "O", "O", "H", "H", "O", "H", "H", "O", "H", "H", "O", "H", "H", "O", "H", "H", "O", "H", "H", "O", "H", "H", "O", "H", "H", "O", "H", "H", "O", "H", "H", "O", "H", "H", "O", "H", "H", "O", "H", "H", "O", "H", "H"], "coordinates": [[3.382, 3.787, 2.572], [2.177, 2.851, 2.366], [0.906, 3.759, 2.264], [-0.438, 3.019, 1.888], [-1.616, 3.962, 1.807], [-2.006, 4.402, 3.159], [-3.560, 4.734, 2.980], [-4.016, 3.770, 1.913], [-2.737, 3.096, 1.326], [-1.357, 5.074, 0.788], [-0.832, 4.684, -0.657], [-0.442, 6.043, -1.336], [4.201, 3.119, 2.820], [3.410, 4.494, 3.410], [3.474, 4.642, 1.777], [1.993, 2.370, 3.387], [2.593, 2.193, 1.440], [1.133, 4.382, 1.322], [0.905, 4.386, 2.916], [-0.628, 2.190, 2.602], [-0.253, 2.380, 1.031], [-1.358, 5.151, 3.507], [-1.791, 3.509, 3.668], [-4.066, 5.548, 3.029], [-3.905, 4.464, 4.130], [-4.420, 4.397, 1.184], [-4.754, 3.027, 2.286], [-2.662, 3.150, 0.264], [-2.304, 2.216, 1.808], [-0.851, 5.762, 1.315], [-2.261, 5.574, 0.538], [-1.618, 4.024, -1.291], [0.082, 4.151, -0.392], [-1.238, 6.467, -1.835], [0.073, 5.587, -2.277], [0.032, 6.872, -0.589], [-1.586, 0.431, -0.466], [-0.684, -0.327, -0.646], [-0.870, -1.571, -0.719], [0.477, -2.201, -0.841], [1.401, -0.993, -0.913], [0.594, 0.068, -0.690], [1.001, 1.142, -0.924], [0.672, -3.179, -1.903], [1.033, -4.273, -1.350], [1.363, -5.249, -2.030], [1.083, -4.120, 0.053], [0.678, -2.934, 0.367], [0.989, -5.059, 0.907], [0.601, -0.779, 2.746], [0.569, -1.653, 2.405], [1.245, -0.816, 3.350], [-3.826, -0.200, 1.075], [-4.565, -0.692, 0.803], [-3.284, 0.204, 0.408], [3.489, -6.606, -0.890], [3.985, -6.970, -1.520], [2.589, -6.674, -1.443], [0.030, -0.231, -3.775], [-0.518, 0.242, -4.459], [0.723, 0.341, -3.758], [0.375, -8.542, -2.621], [-0.526, -8.158, -2.473], [0.912, -7.789, -2.993], [-2.062, -4.339, -3.058], [-2.642, -3.749, -3.714], [-1.191, -3.818, -3.176], [1.292, -7.559, 1.956], [1.438, -6.870, 1.478], [1.496, -8.448, 1.434], [-2.002, -3.569, 1.403], [-1.845, -4.515, 1.147], [-2.612, -3.314, 0.588], [2.128, 1.562, -3.631], [2.068, 1.964, -2.786], [2.127, 2.226, -4.413], [3.543, -1.286, -2.693], [2.892, -0.899, -2.082], [4.233, -0.597, -2.669], [2.107, -5.229, -4.622], [1.454, -5.452, -3.894], [2.123, -4.370, -4.670], [-3.395, 1.495, -2.498], [-2.699, 1.103, -2.147], [-3.857, 0.689, -2.528], [3.982, -2.525, -0.224], [3.898, -1.831, 0.404], [3.898, -2.076, -0.961], [0.388, -3.629, 3.182], [0.670, -4.145, 2.475], [-0.618, -3.499, 2.889]], "spin_multiplicity": 1, "largest_force_ev_per_a": 13.84, "charge": 0, "de_lowest_ev": 2.223, "lumo_energy_ev": -0.5, "total_energy_ha": -2337.44882}

3.
{"formula": "C15H52ClFO9P", "method": "ωB97M-V/def2-TZVPD", "symbols": ["C", "C", "C", "C", "P", "Cl", "C", "C", "F", "H", "H", "H", "H", "H", "H", "H", "H", "H", "H", "H", "H", "H", "H", "H", "H", "C", "O", "H", "H", "H", "H", "C", "O", "H", "H", "H", "H", "C", "O", "H", "H", "H", "H", "C", "O", "H", "H", "H", "H", "C", "O", "H", "H", "H", "H", "C", "O", "H", "H", "H", "H", "C", "O", "H", "H", "H", "H", "C", "O", "H", "H", "H", "H", "C", "O", "H", "H", "H", "H"], "coordinates": [[1.504, 1.003, 2.032], [0.095, 0.849, 1.435], [-0.447, 2.198, 0.911], [0.054, -0.272, 0.393], [1.271, -0.237, -1.054], [-0.430, 0.953, -2.418], [2.342, -0.205, -2.651], [3.019, 1.117, -2.882], [4.108, 1.001, -3.772], [1.890, 0.026, 2.340], [2.204, 1.430, 1.306], [1.506, 1.656, 2.913], [-0.559, 0.544, 2.262], [0.278, 2.746, 0.302], [-1.333, 2.034, 0.279], [-0.732, 2.852, 1.748], [0.254, -1.235, 0.893], [-0.947, -0.332, -0.056], [0.676, -1.477, -1.538], [2.299, -0.900, -0.305], [1.724, 1.086, -0.698], [3.103, -0.985, -2.505], [1.700, -0.477, -3.493], [2.353, 1.864, -3.314], [3.441, 1.519, -1.956], [-4.730, 1.343, -1.494], [-3.445, 1.600, -0.957], [-5.410, 2.078, -1.070], [-4.752, 1.462, -2.582], [-5.095, 0.338, -1.250], [-2.822, 0.972, -1.347], [-2.551, 0.672, 5.014], [-1.944, -0.180, 4.062], [-2.081, 1.647, 4.887], [-3.622, 0.783, 4.827], [-2.386, 0.345, 6.046], [-2.337, -1.052, 4.109], [4.716, -0.803, 2.144], [4.243, -1.254, 3.415], [4.476, 0.256, 2.085], [5.797, -0.935, 2.051], [4.208, -1.309, 1.320], [4.420, -2.194, 3.472], [-8.039, 4.208, -0.911], [-7.464, 3.512, -2.001], [-8.168, 3.479, -0.112], [-7.393, 5.009, -0.541], [-9.020, 4.630, -1.153], [-7.315, 4.124, -2.723], [-2.594, 4.671, -0.713], [-1.861, 4.254, -1.841], [-2.481, 5.755, -0.644], [-3.663, 4.440, -0.794], [-2.224, 4.224, 0.215], [-1.897, 3.289, -1.894], [7.645, -1.271, -0.910], [7.337, -1.831, 0.355], [7.369, -0.220, -0.857], [8.711, -1.340, -1.148], [7.069, -1.730, -1.718], [7.547, -2.766, 0.346], [2.754, -4.005, -2.152], [3.965, -3.561, -1.553], [2.143, -4.417, -1.350], [2.202, -3.189, -2.619], [2.952, -4.778, -2.904], [4.499, -3.144, -2.233], [2.199, -7.949, -1.135], [3.235, -7.696, -2.067], [1.955, -9.007, -1.219], [2.507, -7.746, -0.105], [1.297, -7.369, -1.348], [3.468, -6.766, -2.005], [-5.871, 1.048, 2.072], [-4.626, 1.327, 2.673], [-6.593, 0.944, 2.883], [-6.211, 1.850, 1.413], [-5.862, 0.114, 1.500], [-3.950, 1.414, 1.989]], "spin_multiplicity": 1, "largest_force_ev_per_a": 1.02, "charge": -1, "lumo_energy_ev": 2.4, "total_energy_ha": -2181.11707}

- Which of these has the lowest charge?
  C15H52ClFO9P

- Which value of charge does entry 2 give?
  0

- What is the formula in the first record?
  C15H50N10O10